Entry 1:
{
  "formula": "C28H27CrN3O7P4Se2",
  "method": "ωB97M-V with the def2-TZVPD basis set",
  "elements": ["Cr", "C", "C", "O", "P", "O", "O", "O", "P", "O", "O", "O", "H", "H", "H", "H", "H", "H", "H", "Se", "P", "C", "C", "C", "C", "C", "C", "C", "C", "C", "C", "C", "C", "C", "C", "N", "N", "N", "P", "Se", "C", "C", "C", "C", "C", "C", "C", "C", "C", "C", "C", "C", "H", "H", "H", "H", "H", "H", "H", "H", "H", "H", "H", "H", "H", "H", "H", "H", "H", "H", "H", "H"],
  "positions_angstrom": [[-0.80, 0.81, -3.11], [-3.04, -0.30, -6.90], [-2.17, -0.03, -5.68], [-2.35, -0.97, -4.62], [-0.37, -0.25, -5.99], [0.08, 0.86, -7.01], [-0.25, -1.56, -6.89], [0.39, -0.36, -4.71], [-2.38, 1.66, -4.92], [-3.22, 2.56, -5.93], [-0.95, 2.17, -4.78], [-3.04, 1.45, -3.59], [-2.94, -1.35, -7.19], [-2.75, 0.33, -7.74], [-4.09, -0.10, -6.67], [-3.15, -0.77, -4.11], [0.03, 1.72, -6.56], [0.17, -2.27, -6.40], [-4.06, 2.85, -5.53], [-1.76, -4.01, 2.19], [-0.92, -2.09, 2.09], [0.83, -2.14, 2.58], [1.68, -2.88, 1.76], [3.01, -3.06, 2.10], [3.50, -2.53, 3.29], [2.66, -1.81, 4.12], [1.33, -1.61, 3.77], [-1.79, -0.90, 3.15], [-1.85, -1.13, 4.52], [-2.59, -0.29, 5.34], [-3.30, 0.77, 4.79], [-3.28, 0.98, 3.42], [-2.52, 0.15, 2.60], [-0.97, -1.35, 0.43], [-0.37, -0.32, -0.29], [-0.97, -0.32, -1.50], [-1.91, -1.26, -1.52], [-1.92, -1.89, -0.38], [0.90, 0.96, -0.10], [1.07, 2.09, -1.93], [0.51, 2.03, 1.29], [-0.02, 3.30, 1.07], [-0.34, 4.10, 2.15], [-0.12, 3.66, 3.45], [0.43, 2.40, 3.67], [0.73, 1.59, 2.59], [2.48, 0.15, 0.21], [2.84, -0.87, -0.66], [4.10, -1.44, -0.58], [5.01, -0.97, 0.37], [4.65, 0.04, 1.24], [3.38, 0.61, 1.16], [1.29, -3.32, 0.85], [3.66, -3.63, 1.45], [4.53, -2.69, 3.57], [3.03, -1.40, 5.05], [0.68, -1.05, 4.43], [-1.35, -1.99, 4.95], [-2.63, -0.47, 6.41], [-3.89, 1.42, 5.43], [-3.85, 1.79, 2.98], [-2.51, 0.32, 1.53], [-0.18, 3.64, 0.06], [-0.76, 5.09, 1.98], [-0.37, 4.29, 4.29], [0.60, 2.04, 4.68], [1.17, 0.61, 2.75], [2.14, -1.22, -1.41], [4.38, -2.23, -1.26], [6.00, -1.41, 0.43], [5.35, 0.40, 1.98], [3.12, 1.42, 1.83]],
  "lowdin_charge": [0.51, -0.06, -0.57, -0.09, 0.48, -0.09, -0.08, -0.30, 0.32, -0.09, -0.39, -0.29, 0.09, 0.09, 0.09, 0.09, 0.08, 0.10, 0.10, 0.27, 0.48, -0.35, -0.10, -0.08, -0.08, -0.07, -0.11, -0.35, -0.11, -0.07, -0.08, -0.07, -0.08, -0.41, -0.38, -0.19, -0.01, 0.01, 0.69, 0.53, -0.34, -0.09, -0.07, -0.07, -0.06, -0.10, -0.35, -0.09, -0.08, -0.08, -0.07, -0.07, 0.11, 0.11, 0.11, 0.11, 0.09, 0.10, 0.10, 0.10, 0.11, 0.10, 0.06, 0.11, 0.11, 0.11, 0.07, 0.12, 0.11, 0.11, 0.11, 0.10],
  "charge": 0,
  "s2": 6.013,
  "orbital_gap_ev": [7.7, 7.6],
  "total_energy_ha": -8987.21749,
  "multiplicity": 5,
  "e_lumo_ev": [0.12, 0.09]
}

=====

Entry 2:
{
  "formula": "C28H27F12N3O2SiTi",
  "method": "ωB97M-V with the def2-TZVPD basis set",
  "elements": ["Ti", "C", "C", "C", "C", "C", "N", "C", "C", "C", "C", "C", "C", "C", "C", "O", "C", "F", "F", "F", "C", "F", "F", "F", "C", "C", "C", "O", "C", "F", "F", "F", "C", "F", "F", "F", "H", "H", "H", "H", "H", "H", "H", "H", "H", "H", "H", "H", "N", "N", "H", "H", "H", "H", "C", "Si", "C", "C", "C", "C", "C", "C", "C", "H", "H", "H", "H", "H", "H", "H", "H", "H", "H", "H"],
  "positions_angstrom": [[0.46, -0.56, 1.56], [1.38, -4.91, -2.40], [0.68, -3.71, -1.82], [-0.48, -3.20, -2.39], [-1.11, -2.07, -1.88], [-0.55, -1.42, -0.78], [-0.97, -0.31, -0.05], [-1.68, 0.76, -0.47], [-2.06, 0.96, -1.82], [-2.75, 2.08, -2.24], [-3.12, 3.08, -1.34], [-3.85, 4.32, -1.79], [-2.73, 2.91, -0.02], [-2.02, 1.81, 0.44], [-1.63, 1.72, 1.92], [-0.60, 0.89, 2.24], [-1.20, 3.12, 2.49], [-0.58, 3.01, 3.66], [-2.23, 3.99, 2.70], [-0.36, 3.73, 1.65], [-2.88, 1.24, 2.73], [-3.98, 1.99, 2.54], [-2.66, 1.21, 4.05], [-3.21, -0.01, 2.36], [0.60, -1.95, -0.13], [1.19, -3.08, -0.67], [1.65, -1.52, 3.09], [2.04, -0.29, 2.62], [2.68, -2.59, 2.87], [3.69, -2.63, 3.80], [3.29, -2.46, 1.69], [2.16, -3.86, 2.90], [1.17, -1.48, 4.51], [0.06, -0.71, 4.65], [0.82, -2.72, 4.97], [2.05, -0.99, 5.43], [0.82, -5.31, -3.25], [1.48, -5.71, -1.66], [2.39, -4.66, -2.75], [-0.90, -3.70, -3.26], [-2.03, -1.72, -2.33], [-1.73, 0.25, -2.56], [-2.99, 2.18, -3.29], [-4.54, 4.10, -2.61], [-3.16, 5.09, -2.15], [-4.43, 4.75, -0.97], [-3.01, 3.69, 0.68], [2.08, -3.50, -0.21], [-0.93, -3.52, 2.15], [-1.18, -2.08, 2.09], [-0.14, -3.60, 2.79], [-0.50, -3.71, 1.25], [-1.61, -1.82, 2.98], [-1.89, -1.93, 1.38], [3.70, -0.31, -0.44], [2.08, 0.61, -0.07], [2.71, 2.26, 0.68], [1.46, 1.08, -1.82], [1.05, 2.38, -2.14], [0.59, 2.71, -3.41], [0.52, 1.74, -4.40], [0.91, 0.44, -4.10], [1.37, 0.12, -2.83], [4.33, 0.27, -1.13], [3.51, -1.29, -0.89], [4.25, -0.47, 0.49], [3.47, 2.73, 0.05], [3.14, 2.03, 1.65], [1.90, 2.97, 0.85], [1.09, 3.15, -1.38], [0.27, 3.72, -3.62], [0.16, 1.99, -5.39], [0.84, -0.34, -4.86], [1.65, -0.91, -2.62]],
  "lowdin_charge": [0.88, -0.08, -0.32, -0.09, -0.05, -0.36, -0.05, -0.21, -0.02, -0.07, -0.30, -0.08, -0.01, -0.05, -0.33, -0.20, -0.53, 0.16, 0.11, 0.15, -0.53, 0.13, 0.15, 0.15, -0.20, -0.11, -0.37, -0.25, -0.55, 0.09, 0.12, 0.09, -0.56, 0.11, 0.10, 0.11, 0.06, 0.07, 0.07, 0.09, 0.09, 0.08, 0.10, 0.06, 0.07, 0.06, 0.11, 0.09, 0.00, -0.09, 0.04, 0.05, 0.08, 0.08, -0.22, 0.64, -0.23, -0.26, -0.10, -0.12, -0.13, -0.11, -0.10, 0.02, 0.01, 0.01, 0.02, 0.02, 0.00, 0.09, 0.09, 0.08, 0.09, 0.09],
  "charge": -2,
  "orbital_gap_ev": 5.8,
  "total_energy_ha": -3735.49761,
  "e_above_lowest_kj_mol": 0.0,
  "multiplicity": 1,
  "e_lumo_ev": 4.69
}

=====

Entry 3:
{
  "formula": "C28H27FeN2S",
  "method": "ωB97M-V with the def2-TZVPD basis set",
  "elements": ["C", "C", "C", "C", "C", "C", "C", "N", "C", "C", "C", "C", "C", "C", "S", "C", "N", "C", "C", "H", "H", "H", "H", "H", "H", "H", "H", "H", "H", "H", "H", "H", "H", "C", "C", "C", "C", "C", "C", "C", "Fe", "C", "C", "C", "C", "C", "H", "H", "H", "H", "H", "H", "H", "H", "H", "H", "H", "H", "H"],
  "positions_angstrom": [[2.49, 3.34, -3.99], [1.80, 2.20, -4.41], [0.82, 1.62, -3.59], [0.56, 2.12, -2.31], [-0.54, 1.51, -1.43], [-1.53, 2.67, -1.18], [-2.49, 2.40, -0.06], [-1.68, 2.14, 1.15], [-1.97, 2.54, 2.47], [-0.98, 2.12, 3.36], [-1.10, 2.36, 4.73], [-2.24, 3.06, 5.16], [-3.23, 3.48, 4.25], [-3.11, 3.22, 2.88], [0.28, 1.24, 2.55], [-0.55, 1.42, 1.06], [-0.10, 0.86, -0.10], [1.25, 3.27, -1.89], [2.20, 3.88, -2.72], [3.24, 3.81, -4.63], [2.01, 1.78, -5.41], [0.25, 0.77, -3.97], [-1.08, 0.74, -2.00], [-1.00, 3.60, -0.93], [-2.12, 2.92, -2.08], [-3.10, 3.26, 0.19], [-3.10, 1.51, -0.27], [-0.32, 1.99, 5.38], [-2.35, 3.27, 6.23], [-4.11, 4.01, 4.60], [-3.85, 3.52, 2.13], [1.03, 3.72, -0.92], [2.71, 4.80, -2.39], [0.80, -0.18, 0.19], [1.20, -0.79, -1.08], [0.97, -2.28, -1.15], [1.95, -3.32, -1.46], [1.21, -4.52, -1.84], [-0.21, -4.23, -1.70], [-0.36, -2.87, -1.24], [0.77, -3.95, -0.01], [0.70, -3.37, 1.84], [1.94, -4.09, 1.57], [1.59, -5.42, 1.11], [0.15, -5.52, 1.08], [-0.41, -4.26, 1.53], [1.70, 0.19, 0.74], [0.84, -0.31, -2.02], [0.41, -0.93, 0.92], [2.30, -0.65, -1.08], [3.02, -3.17, -1.49], [1.64, -5.43, -2.22], [-1.03, -4.89, -1.99], [-1.28, -2.31, -1.12], [0.63, -2.38, 2.30], [2.95, -3.73, 1.78], [2.29, -6.23, 0.94], [-0.41, -6.43, 0.88], [-1.46, -4.04, 1.68]],
  "lowdin_charge": [-0.11, -0.08, -0.05, -0.19, -0.17, -0.13, -0.12, -0.05, -0.23, -0.46, -0.10, -0.12, -0.11, -0.04, 1.08, -0.57, -0.05, -0.04, -0.09, 0.10, 0.10, 0.12, 0.14, 0.11, 0.14, 0.11, 0.14, 0.10, 0.09, 0.09, 0.10, 0.11, 0.10, -0.26, -0.13, -0.30, -0.15, -0.20, -0.20, -0.16, 0.24, -0.21, -0.20, -0.20, -0.20, -0.20, 0.10, 0.09, 0.10, 0.12, 0.10, 0.09, 0.09, 0.10, 0.08, 0.09, 0.09, 0.09, 0.09],
  "charge": -1,
  "s2": 6.102,
  "orbital_gap_ev": [3.3, 5.1],
  "total_energy_ha": -2854.33629,
  "e_above_lowest_kj_mol": 0.0,
  "multiplicity": 5,
  "e_lumo_ev": [2.48, 2.43]
}

=====

Entry 4:
{
  "formula": "C28H27IMoO5PS2",
  "method": "ωB97M-V with the def2-TZVPD basis set",
  "elements": ["Mo", "I", "C", "C", "C", "C", "C", "C", "C", "C", "C", "C", "H", "H", "H", "H", "H", "H", "O", "C", "C", "O", "O", "C", "C", "C", "C", "C", "C", "C", "C", "C", "C", "C", "C", "H", "H", "H", "H", "H", "H", "H", "H", "H", "H", "H", "C", "C", "O", "P", "S", "S", "O", "C", "C", "H", "H", "H", "H", "H", "H", "H", "H", "H", "H"],
  "positions_angstrom": [[-1.12, 0.21, -0.06], [-1.89, 2.72, 1.16], [-1.60, 1.95, 3.06], [-1.75, 2.73, 4.16], [-1.55, 2.16, 5.44], [-1.25, 0.83, 5.54], [-1.11, 0.02, 4.39], [-0.84, -1.37, 4.51], [-0.73, -2.16, 3.41], [-0.86, -1.60, 2.13], [-1.12, -0.24, 1.94], [-1.27, 0.59, 3.10], [-2.01, 3.78, 4.08], [-1.66, 2.77, 6.32], [-1.12, 0.38, 6.52], [-0.73, -1.79, 5.50], [-0.54, -3.22, 3.51], [-0.74, -2.27, 1.29], [1.09, 0.21, 0.37], [1.93, 1.21, -0.29], [0.91, 2.10, -1.00], [1.00, 3.21, -1.36], [-0.31, 1.40, -1.20], [2.83, 0.50, -1.28], [2.55, 0.46, -2.64], [3.36, -0.28, -3.49], [4.44, -0.98, -2.98], [4.73, -0.94, -1.62], [3.93, -0.20, -0.77], [2.65, 2.04, 0.76], [2.18, 2.08, 2.07], [2.81, 2.90, 3.00], [3.89, 3.68, 2.62], [4.35, 3.64, 1.31], [3.73, 2.82, 0.38], [1.62, -0.59, 0.54], [1.71, 1.01, -3.05], [3.15, -0.29, -4.55], [5.08, -1.55, -3.65], [5.58, -1.47, -1.23], [4.18, -0.13, 0.28], [1.34, 1.47, 2.39], [2.46, 2.92, 4.03], [4.39, 4.31, 3.35], [5.19, 4.25, 1.01], [4.09, 2.80, -0.64], [-1.82, -0.94, -5.87], [-2.82, -1.43, -4.86], [-2.51, -0.75, -3.56], [-2.73, -1.29, -2.14], [-0.95, -1.81, -1.28], [-3.32, 0.22, -0.92], [-3.71, -2.48, -2.26], [-4.26, -3.25, -1.11], [-5.16, -4.31, -1.68], [-2.07, -1.39, -6.83], [-0.81, -1.24, -5.60], [-1.87, 0.14, -5.98], [-2.77, -2.50, -4.69], [-3.84, -1.14, -5.09], [-4.78, -2.54, -0.48], [-3.40, -3.66, -0.58], [-5.96, -3.86, -2.27], [-5.61, -4.86, -0.86], [-4.60, -5.01, -2.29]],
  "lowdin_charge": [1.10, 1.31, -0.61, -0.09, -0.03, 0.01, -0.14, 0.03, -0.03, -0.11, -0.30, -0.26, 0.12, 0.13, 0.13, 0.14, 0.12, 0.04, -0.14, -0.28, -0.46, 0.24, -0.35, -0.17, -0.01, -0.05, -0.05, -0.04, -0.02, -0.17, -0.02, -0.05, -0.05, -0.04, -0.01, 0.14, 0.12, 0.12, 0.12, 0.12, 0.13, 0.10, 0.11, 0.12, 0.12, 0.13, -0.05, -0.18, -0.29, -0.02, 0.46, 0.40, -0.28, -0.22, -0.05, 0.10, 0.09, 0.09, 0.12, 0.13, 0.11, 0.11, 0.09, 0.10, 0.09],
  "charge": 2,
  "s2": 0.761,
  "orbital_gap_ev": [5.6, 5.9],
  "total_energy_ha": -2962.56590,
  "e_above_lowest_kj_mol": 0.0,
  "multiplicity": 2,
  "e_lumo_ev": [-8.42, -8.14]
}